1.
{"formula": "C12H24IrN3O2S4", "method": "wB97M-V/def2-TZVPD", "elements": ["Ir", "C", "C", "S", "C", "C", "S", "C", "C", "S", "H", "H", "H", "H", "H", "H", "H", "H", "H", "H", "H", "H", "N", "C", "C", "O", "O", "H", "H", "H", "H", "C", "N", "C", "C", "N", "C", "S", "H", "H", "H", "H", "H", "H", "H", "H"], "coordinates": [[-0.668, -1.321, 0.545], [2.654, -1.542, 0.776], [2.194, -0.759, 1.960], [0.570, -1.188, 2.602], [0.741, -2.942, 3.050], [-0.363, -3.814, 2.521], [-0.650, -3.777, 0.744], [0.946, -4.274, 0.054], [1.418, -3.318, -1.010], [1.426, -1.572, -0.566], [2.925, -2.571, 1.016], [3.541, -1.062, 0.364], [2.107, 0.303, 1.719], [2.909, -0.854, 2.779], [0.684, -2.976, 4.139], [1.740, -3.270, 2.765], [-1.324, -3.528, 2.941], [-0.175, -4.850, 2.805], [0.790, -5.247, -0.410], [1.654, -4.408, 0.872], [0.777, -3.360, -1.891], [2.432, -3.564, -1.325], [-2.704, -0.283, -0.387], [-3.946, -0.784, 0.035], [-3.570, -1.726, 1.728], [-4.645, -2.061, 2.052], [-2.345, -1.703, 1.934], [-2.588, 0.700, -0.166], [-2.545, -0.451, -1.378], [-4.357, -1.584, -0.571], [-4.660, -0.063, 0.418], [-0.784, 3.280, -3.192], [0.050, 4.070, -2.284], [0.335, 5.504, -2.565], [1.140, 5.958, -1.334], [1.289, 4.683, -0.591], [0.625, 3.687, -1.154], [0.540, 2.092, -0.462], [-0.434, 3.412, -4.213], [-1.818, 3.621, -3.145], [-0.730, 2.233, -2.928], [-0.593, 6.055, -2.696], [0.894, 5.594, -3.493], [0.611, 6.687, -0.732], [2.106, 6.372, -1.593], [1.798, 4.601, 0.270]], "mulliken_charge": [1.180, -0.608, -0.806, 0.074, -0.629, -0.754, 0.010, -0.520, -0.878, 0.047, 0.446, 0.536, 0.383, 0.514, 0.562, 0.415, 0.365, 0.585, 0.536, 0.381, 0.423, 0.509, -0.582, -0.587, 0.595, -0.253, -0.717, 0.290, 0.374, 0.422, 0.412, -0.913, 0.086, -0.527, -0.493, -0.087, 0.188, -0.356, 0.330, 0.327, 0.269, 0.341, 0.337, 0.297, 0.315, 0.158], "s_squared": 0.762, "spin_multiplicity": 2, "charge": 3, "total_energy_ha": -2482.395621, "gap_ev": [4.0077, 3.9532]}

2.
{"formula": "C12H24IrO6Te", "method": "wB97M-V/def2-TZVPD", "elements": ["Ir", "C", "C", "O", "C", "C", "O", "C", "C", "O", "C", "C", "O", "C", "C", "O", "C", "C", "O", "H", "H", "H", "H", "H", "H", "H", "H", "H", "H", "H", "H", "H", "H", "H", "H", "H", "H", "H", "H", "H", "H", "H", "H", "Te"], "coordinates": [[0.248, -0.785, -0.012], [-1.926, 0.366, -2.210], [-1.742, -1.129, -2.314], [-1.437, -1.718, -1.029], [-2.563, -2.048, -0.181], [-2.798, -0.963, 0.824], [-1.581, -0.859, 1.572], [-1.618, 0.209, 2.541], [-1.123, 1.486, 1.910], [0.198, 1.267, 1.410], [1.244, 1.325, 2.385], [1.972, -0.001, 2.377], [2.158, -0.502, 1.033], [3.253, 0.127, 0.279], [2.737, 1.140, -0.715], [1.839, 0.418, -1.550], [1.178, 1.207, -2.534], [-0.031, 1.877, -1.903], [-0.931, 0.895, -1.326], [-2.906, 0.635, -1.814], [-1.832, 0.807, -3.203], [-0.892, -1.383, -2.947], [-2.633, -1.611, -2.717], [-2.283, -2.974, 0.322], [-3.441, -2.231, -0.799], [-3.621, -1.239, 1.486], [-3.030, -0.006, 0.350], [-0.984, -0.112, 3.368], [-2.633, 0.333, 2.922], [-1.139, 2.314, 2.620], [-1.723, 1.762, 1.044], [0.841, 1.509, 3.383], [1.897, 2.161, 2.129], [1.400, -0.777, 2.884], [2.948, 0.082, 2.856], [3.752, -0.687, -0.242], [3.947, 0.576, 0.988], [3.554, 1.553, -1.310], [2.216, 1.956, -0.205], [0.894, 0.523, -3.334], [1.858, 1.955, -2.949], [-0.564, 2.480, -2.639], [0.257, 2.523, -1.075], [1.166, -2.986, -0.477]], "mulliken_charge": [1.665, -0.600, -0.652, -0.309, -0.660, -0.509, -0.534, -0.514, -0.703, -0.337, -0.588, -0.666, -0.291, -0.695, -0.428, -0.357, -0.504, -0.755, -0.339, 0.334, 0.524, 0.253, 0.511, 0.350, 0.498, 0.562, 0.200, 0.335, 0.505, 0.494, 0.232, 0.490, 0.356, 0.278, 0.517, 0.343, 0.492, 0.565, 0.191, 0.320, 0.471, 0.511, 0.267, 0.176], "s_squared": 1.096, "spin_multiplicity": 2, "charge": 2, "total_energy_ha": -1294.675456, "gap_ev": [6.5870, 5.6906]}

3.
{"formula": "C12H24MnN5O3S", "method": "wB97M-V/def2-TZVPD", "elements": ["Mn", "N", "C", "C", "N", "C", "C", "N", "C", "C", "N", "H", "H", "H", "H", "H", "H", "H", "H", "H", "H", "H", "H", "H", "H", "H", "H", "H", "H", "N", "C", "C", "C", "C", "C", "C", "S", "O", "O", "O", "H", "H", "H", "H", "H", "H"], "coordinates": [[-0.402, 0.832, 0.451], [-1.939, -0.765, 0.136], [-1.502, -1.713, -0.917], [-0.054, -2.099, -0.682], [0.834, -0.928, -0.591], [1.227, -0.397, -1.921], [0.306, 0.687, -2.458], [0.034, 1.740, -1.443], [2.027, -1.209, 0.228], [2.592, 0.070, 0.819], [1.545, 0.736, 1.626], [-2.162, -1.280, 0.984], [-2.805, -0.316, -0.149], [-1.634, -1.226, -1.880], [-2.121, -2.611, -0.925], [0.277, -2.791, -1.465], [0.005, -2.640, 0.265], [1.306, -1.217, -2.642], [2.228, 0.025, -1.823], [-0.661, 0.294, -2.770], [0.752, 1.121, -3.354], [-0.704, 2.341, -1.911], [0.849, 2.348, -1.381], [2.799, -1.732, -0.346], [1.736, -1.871, 1.046], [2.894, 0.764, 0.034], [3.482, -0.158, 1.409], [1.878, 1.648, 1.928], [1.391, 0.210, 2.482], [-1.293, 1.631, 2.594], [-1.803, 2.512, 1.580], [-2.991, 2.196, 0.924], [-3.298, 2.832, -0.271], [-2.427, 3.778, -0.796], [-1.334, 4.208, -0.058], [-1.004, 3.558, 1.126], [-2.497, 4.133, -2.548], [-1.760, 2.926, -3.018], [-1.758, 5.355, -2.721], [-3.890, 4.110, -2.899], [-2.034, 1.147, 3.087], [-0.715, 2.110, 3.274], [-3.649, 1.438, 1.331], [-4.180, 2.566, -0.840], [-0.711, 4.997, -0.460], [-0.126, 3.854, 1.693]], "mulliken_charge": [0.796, -0.474, -0.608, -0.913, 0.772, -1.145, -0.576, -0.023, -0.814, -0.592, -0.580, 0.195, 0.303, 0.270, 0.521, 0.327, 0.396, 0.317, 0.378, 0.246, 0.559, 0.020, 0.283, 0.305, 0.405, 0.372, 0.465, 0.262, 0.243, -0.301, -0.247, -0.405, -0.716, -0.148, -0.801, 0.147, 1.279, -0.761, -0.673, -0.661, 0.237, 0.263, 0.558, 0.551, 0.537, 0.431], "s_squared": 8.754, "spin_multiplicity": 6, "charge": 1, "total_energy_ha": -2520.192691, "gap_ev": [7.9826, 7.9499]}